[1]
A single C3H8N2S2 molecule in a non-equilibrium geometry. Source: the Open Molecules 2025 dataset; level of theory: ωB97M-V/def2-TZVPD.

XYZ file:
```
15
Properties=species:S:1:pos:R:3:nbo_charge:R:1
C 1.16 1.16 1.19 -0.77
S 1.46 -0.20 0.02 0.42
N -0.11 -0.72 -0.35 -0.62
C -0.68 -1.73 0.57 -0.41
C -1.08 0.17 -0.83 0.24
N -1.02 1.05 -1.77 -0.61
S 0.27 1.44 -2.77 0.20
H 2.15 1.47 1.45 0.23
H 0.56 1.97 0.74 0.23
H 0.62 0.77 2.09 0.22
H 0.02 -2.55 0.69 0.22
H -0.91 -1.34 1.56 0.18
H -1.63 -2.09 0.15 0.21
H -2.05 0.03 -0.34 0.17
H 1.23 0.56 -2.40 0.09
```

HOMO energy	-8.4	eV
orbital gap	0.3325	hartree
spin multiplicity	1
energy relative to the best compared isomer or geometry (same formula, charge and spin)	39.5	kcal/mol
strongest force on any atom	1.44	eV Å⁻¹
calculated total energy	-1024.9380	Ha

=====

[2]
A molecular structure, C24H32BFInN8O4 in a non-equilibrium geometry. Source: the Open Molecules 2025 dataset; level of theory: ωB97M-V/def2-TZVPD.

XYZ file:
```
71
Properties=species:S:1:pos:R:3:lowdin_charge:R:1
In 0.51 0.03 -0.61 1.09
C 2.58 -2.58 -0.23 -0.07
C 3.88 -1.86 0.05 -0.35
C 4.40 -2.22 1.45 -0.04
C 3.76 -0.37 -0.06 -0.23
C 4.80 0.55 0.05 0.03
C 4.23 1.79 -0.13 -0.01
N 2.92 1.62 -0.34 -0.01
N 2.63 0.31 -0.30 0.04
B 1.90 2.73 -0.60 -0.53
N 0.85 2.70 0.52 -0.02
C 0.58 3.67 1.39 -0.01
C -0.37 3.23 2.27 0.04
C -0.67 1.93 1.87 -0.23
N 0.09 1.63 0.81 0.03
C -1.55 0.90 2.51 -0.36
C -2.78 1.51 3.18 -0.04
C -0.73 0.13 3.55 -0.04
N 1.22 2.50 -1.94 -0.02
C 1.21 3.35 -2.97 -0.01
C 0.51 2.79 -4.01 0.03
C 0.10 1.53 -3.56 -0.22
N 0.54 1.38 -2.30 0.04
C -0.64 0.53 -4.38 -0.35
C 0.24 0.14 -5.58 -0.04
C -1.06 -0.70 -3.61 -0.07
H 2.74 -3.66 -0.22 0.10
H 1.85 -2.35 0.55 0.07
H 2.16 -2.31 -1.20 0.07
H 4.63 -2.16 -0.69 0.16
H 3.68 -1.93 2.21 0.09
H 4.57 -3.29 1.51 0.09
H 5.34 -1.72 1.65 0.08
H 5.83 0.33 0.25 0.12
H 4.67 2.76 -0.13 0.14
H 2.44 3.78 -0.61 0.14
H 1.09 4.62 1.33 0.14
H -0.80 3.77 3.09 0.12
H -1.88 0.22 1.72 0.10
H -2.49 2.18 3.99 0.09
H -3.38 2.06 2.46 0.09
H -3.39 0.72 3.60 0.08
H -0.44 0.80 4.36 0.10
H -1.33 -0.68 3.97 0.08
H 0.17 -0.29 3.11 0.07
H 1.70 4.30 -2.90 0.14
H 0.32 3.22 -4.97 0.12
H -1.53 1.03 -4.77 0.15
H 1.15 -0.34 -5.23 0.09
H -0.30 -0.55 -6.22 0.09
H 0.51 1.01 -6.17 0.08
H -0.18 -1.25 -3.25 0.07
H -1.69 -0.44 -2.75 0.07
H -1.62 -1.37 -4.25 0.10
F -5.32 -0.19 0.11 0.10
C -4.69 -1.02 0.96 -0.17
C -3.44 -1.43 0.66 0.02
N -2.74 -2.26 1.48 0.01
C -1.37 -2.63 1.16 -0.03
C -1.17 -2.60 -0.35 -0.59
O -1.78 -3.33 -1.09 0.15
O -0.32 -1.73 -0.81 -0.16
C -3.29 -2.75 2.66 -0.47
O -2.66 -3.47 3.40 0.11
N -4.56 -2.31 2.92 0.22
C -5.37 -1.44 2.18 -0.40
O -6.46 -1.11 2.56 0.14
H -2.96 -1.12 -0.26 0.14
H -1.21 -3.65 1.54 0.15
H -0.66 -1.96 1.66 0.11
H -4.99 -2.69 3.76 0.18
```

HOMO energy	-11.4	eV
charge	+1
orbital gap	0.3059	hartree
spin multiplicity	1
strongest force on any atom	1.10	eV Å⁻¹
calculated total energy	-1987.5672	Ha

=====

[3]
2 unconnected molecules or ions with the total composition C5H10NP in a non-equilibrium geometry. Source: the Open Molecules 2025 dataset; level of theory: ωB97M-V/def2-TZVPD.

XYZ file:
```
17
Properties=species:S:1:pos:R:3:nbo_charge:R:1
C 2.33 -0.60 0.73 -0.41
C 2.50 0.09 -0.57 -0.41
C -2.10 0.76 0.55 -0.26
C -2.77 -0.39 -0.20 -0.25
C 1.20 0.11 0.13 -0.56
N -1.57 -0.56 0.56 -0.69
P -0.18 -1.00 -0.44 0.84
H 2.23 -1.61 0.65 0.21
H 2.75 -0.10 1.66 0.22
H 3.03 1.01 -0.70 0.23
H 2.63 -0.59 -1.33 0.21
H -1.59 1.41 -0.14 0.20
H -2.49 1.15 1.51 0.21
H -3.73 -0.75 0.12 0.21
H -2.59 -0.34 -1.29 0.20
H 0.78 1.02 0.57 0.24
H -0.44 0.40 -1.80 -0.18
```

HOMO energy	-9.0	eV
orbital gap	0.3553	hartree
spin multiplicity	1
energy relative to the best compared isomer or geometry (same formula, charge and spin)	71.0	kcal/mol
strongest force on any atom	4.72	eV Å⁻¹
calculated total energy	-592.4663	Ha

=====

[4]
A molecular structure, C36H90CoO22S in a non-equilibrium geometry. Source: the Open Molecules 2025 dataset; level of theory: ωB97M-V/def2-TZVPD.

XYZ file:
```
150
Properties=species:S:1:pos:R:3:lowdin_spin:R:1
Co 1.31 1.13 -1.72 2.73
S 0.16 -0.37 0.09 0.01
O 0.41 1.16 0.01 0.06
O -1.28 -0.73 0.12 0.01
O 0.82 -0.72 -1.25 0.06
O 0.92 -0.94 1.23 0.01
C -2.03 -1.78 3.15 0.00
O -2.70 -2.19 4.35 0.00
C -4.08 -2.07 4.21 0.00
C -4.77 -2.70 5.44 0.00
O -4.82 -4.08 5.21 0.00
C -5.32 -4.83 6.30 0.00
H -0.94 -1.87 3.30 0.00
H -2.29 -0.73 2.93 0.00
H -2.36 -2.42 2.33 0.00
H -4.43 -2.67 3.30 0.00
H -4.41 -1.03 4.03 0.00
H -5.76 -2.22 5.58 0.00
H -4.11 -2.58 6.33 0.00
H -6.26 -4.37 6.66 0.00
H -4.64 -4.66 7.12 0.00
H -5.43 -5.90 6.13 0.00
C -4.52 -4.47 -0.22 0.00
O -4.85 -3.20 -0.68 0.00
C -3.68 -2.35 -0.72 0.00
C -2.64 -2.68 -1.91 0.00
O -3.37 -2.94 -3.08 0.00
C -4.16 -1.78 -3.45 0.00
H -4.23 -4.48 0.81 0.00
H -3.68 -4.86 -0.80 0.00
H -5.35 -5.16 -0.31 0.00
H -3.21 -2.30 0.25 0.00
H -4.00 -1.34 -0.92 0.00
H -2.15 -3.64 -1.77 0.00
H -1.90 -1.92 -2.05 0.00
H -3.47 -0.95 -3.64 0.00
H -4.82 -1.46 -2.68 0.00
H -4.71 -2.04 -4.37 0.00
C 1.86 3.91 1.57 0.00
O 1.99 5.13 0.85 0.00
C 2.90 6.09 1.42 0.00
C 4.26 5.47 1.76 0.00
O 4.69 4.77 0.60 0.00
C 5.97 4.08 0.75 0.00
H 2.71 3.23 1.28 0.00
H 0.93 3.43 1.34 0.00
H 1.89 4.05 2.65 0.00
H 2.47 6.54 2.30 0.00
H 3.03 6.77 0.59 0.00
H 4.30 4.74 2.59 0.00
H 4.96 6.30 2.10 0.00
H 6.76 4.82 1.02 0.00
H 6.14 3.63 -0.23 0.00
H 5.89 3.36 1.59 0.00
C -3.11 6.42 0.73 0.00
O -4.23 5.71 0.18 0.00
C -4.74 4.62 1.02 0.00
C -4.25 3.26 0.54 0.00
O -4.40 2.25 1.48 0.00
C -3.75 1.07 1.08 0.00
H -2.59 6.88 -0.11 0.00
H -2.40 5.79 1.29 0.00
H -3.46 7.20 1.43 0.00
H -5.84 4.67 0.98 0.00
H -4.37 4.80 2.06 0.00
H -3.20 3.40 0.25 0.00
H -4.91 2.97 -0.33 0.00
H -3.90 0.30 1.84 0.00
H -2.73 1.33 0.79 0.00
H -4.23 0.70 0.15 0.00
C 3.64 0.24 0.39 0.00
O 3.28 0.51 -1.00 0.03
C 3.63 -0.58 -1.92 0.00
C 3.58 0.03 -3.30 0.00
O 2.31 0.70 -3.47 0.03
C 2.11 1.11 -4.77 0.00
H 2.94 0.74 1.05 0.00
H 4.64 0.60 0.58 0.00
H 3.62 -0.83 0.49 0.00
H 2.89 -1.38 -1.86 0.00
H 4.62 -0.94 -1.61 0.00
H 3.53 -0.80 -4.01 0.00
H 4.37 0.71 -3.61 0.00
H 1.19 1.67 -4.82 0.00
H 2.08 0.30 -5.50 0.00
H 2.95 1.77 -5.05 0.00
C 2.57 -4.88 -4.50 0.00
O 1.32 -4.30 -4.25 0.00
C 1.12 -3.06 -4.89 0.00
C -0.01 -2.31 -4.17 0.00
O -0.36 -1.07 -4.80 0.00
C -1.34 -1.12 -5.74 0.00
H 2.73 -5.14 -5.56 0.00
H 2.70 -5.72 -3.82 0.00
H 3.31 -4.10 -4.25 0.00
H 0.79 -3.21 -5.94 0.00
H 2.12 -2.55 -4.91 0.00
H 0.26 -2.05 -3.16 0.00
H -0.87 -3.00 -4.17 0.00
H -1.69 -0.15 -6.05 0.00
H -2.21 -1.67 -5.35 0.00
H -1.01 -1.75 -6.60 0.00
C -0.46 1.98 3.71 0.00
O 0.82 2.33 4.22 0.00
C 1.67 1.18 4.19 0.00
C 3.15 1.56 4.37 0.00
O 4.11 0.65 3.87 0.00
C 4.14 -0.62 4.51 0.00
H -0.91 1.18 4.27 0.00
H -0.35 1.62 2.67 0.00
H -1.04 2.89 3.77 0.00
H 1.63 0.62 3.22 0.00
H 1.32 0.51 4.97 0.00
H 3.38 1.75 5.44 0.00
H 3.22 2.49 3.78 0.00
H 4.71 -0.54 5.45 0.00
H 4.69 -1.30 3.85 0.00
H 3.15 -1.04 4.67 0.00
C -0.41 -4.37 1.07 0.00
O 0.18 -5.10 0.07 0.00
C 0.73 -4.34 -1.01 0.00
C 2.11 -3.69 -0.63 0.00
O 3.12 -4.72 -0.72 0.00
C 4.37 -4.36 -0.29 0.00
H -0.69 -5.03 1.91 0.00
H -1.33 -3.86 0.70 0.00
H 0.14 -3.55 1.50 0.00
H 0.11 -3.54 -1.39 0.00
H 0.85 -5.08 -1.78 0.00
H 2.07 -3.40 0.43 0.00
H 2.38 -2.82 -1.24 0.00
H 4.48 -4.28 0.80 0.00
H 4.72 -3.36 -0.71 0.00
H 5.10 -5.07 -0.64 0.00
C 2.82 3.83 -2.06 0.00
O 1.62 3.20 -1.62 0.03
C 0.37 3.98 -1.81 0.00
C -0.84 3.08 -1.66 0.00
O -0.67 1.96 -2.48 0.03
C -1.92 1.21 -2.66 0.00
H 2.71 4.09 -3.14 0.00
H 3.56 3.06 -1.84 0.00
H 2.98 4.75 -1.47 0.00
H 0.45 4.40 -2.86 0.00
H 0.41 4.84 -1.12 0.00
H -1.72 3.61 -2.00 0.00
H -0.98 2.79 -0.62 0.00
H -2.50 1.69 -3.47 0.00
H -2.52 1.31 -1.76 0.00
H -1.60 0.19 -2.83 0.00
```

⟨S²⟩	3.76
HOMO energy (spin up / spin down)	-8.9 / -8.9	eV
orbital gap (spin up / spin down)	0.3313 / 0.3312	hartree
spin multiplicity	4
strongest force on any atom	2.68	eV Å⁻¹
calculated total energy	-4861.5134	Ha